No. 1
C4H5NO in the gas phase at a distorted geometry, computed with ωB97M-V/def2-TZVPD.

Last column: Mulliken charge in e.
Cartesian coordinates (Å):
C1 -1.0347 -0.6258 0.4511  -1.310
C2 0.1980 0.2594 0.2702  0.580
C3 1.2864 -0.4013 -0.5821  -0.113
O1 1.2605 -1.5639 -0.8882  -0.442
C4 -0.1240 1.5689 -0.3103  0.073
N1 -0.3665 2.5920 -0.7922  -0.403
H1 -1.7561 -0.1468 1.1172  0.387
H2 -1.5174 -0.8175 -0.5100  0.316
H3 -0.7350 -1.5845 0.8786  0.339
H4 0.6674 0.4534 1.2464  0.230
H5 2.1207 0.2642 -0.8805  0.343

Values from the calculation:
* largest force on an atom: 0.0218 Eh/bohr
* total energy: -7765.84080 eV
* structure (SMILES): C[C@H](C#N)C=O
* energy above the lowest of the compared OMol25 structures with the same formula, charge and spin: 15.8 kcal/mol
* total charge: 0
* 2S+1: 1
* frontier orbital gap: 11.2 eV
* E_HOMO: -10.6662 eV

---

No. 2
A molecular structure, C43H41ClN2NdO3S at a distorted geometry, computed with ωB97M-V/def2-TZVPD.

Last column: Mulliken charge in e.
Cartesian coordinates (Å):
Nd1 0.3842 0.5823 0.1108  0.340
C1 1.1060 -0.5208 -4.4772  -2.615
C2 1.5343 -1.1882 -3.1953  2.192
C3 0.8574 -2.3069 -2.6983  0.869
C4 -0.3379 -2.8364 -3.4465  -2.544
C5 1.3033 -2.9368 -1.5320  1.733
C6 0.5254 -4.0726 -0.9191  -2.929
C7 2.4797 -2.5001 -0.9176  0.897
C8 3.1214 -3.2956 0.1836  -2.483
C9 3.0982 -1.3229 -1.3488  1.789
C10 4.2952 -0.8043 -0.5964  -2.738
C11 2.6330 -0.6748 -2.4970  0.354
C12 3.3371 0.5525 -3.0185  -2.270
H1 1.7726 -0.7998 -5.2967  0.415
H2 1.1304 0.5588 -4.3617  0.558
H3 0.0925 -0.7889 -4.7492  0.467
H4 -0.1309 -2.8827 -4.5146  0.438
H5 -1.1922 -2.1768 -3.2838  0.351
H6 -0.6027 -3.8377 -3.1227  0.489
H7 0.7993 -5.0320 -1.3643  0.392
H8 -0.5425 -3.9139 -1.0443  0.537
H9 0.7092 -4.1190 0.1496  0.492
H10 2.8532 -2.8694 1.1487  0.228
H11 4.2051 -3.2780 0.0855  0.434
H12 2.8070 -4.3346 0.1620  0.499
H13 5.2181 -1.2241 -1.0041  0.431
H14 4.2237 -1.0667 0.4549  0.502
H15 4.3534 0.2776 -0.6571  0.497
H16 3.3407 0.5646 -4.1053  0.454
H17 4.3720 0.5856 -2.6916  0.515
H18 2.8228 1.4502 -2.6586  0.230
O1 0.5428 -1.3242 1.3156  -0.172
C13 -0.0953 -1.9808 2.2245  0.288
C14 0.5448 -3.0131 2.9573  0.077
C15 -0.1042 -3.7780 3.8939  -0.735
C16 -1.4552 -3.5695 4.1568  -0.783
C17 -2.1117 -2.5630 3.4887  -0.669
C18 -1.4733 -1.7447 2.5502  0.730
C19 -2.2437 -0.6747 1.9879  -1.241
N1 -1.7513 0.2527 1.2390  0.955
N2 -2.6574 1.2043 0.8012  -1.026
C20 -2.1005 2.2923 0.3180  0.652
O2 -0.8587 2.5847 0.3538  -0.737
C21 -3.0600 3.2475 -0.3028  0.184
C22 -2.6627 3.9617 -1.4282  -0.397
C23 -3.5371 4.8383 -2.0438  -0.523
C24 -4.8071 5.0309 -1.5277  -0.422
C25 -5.2087 4.3214 -0.4088  -0.696
C26 -4.3462 3.4227 0.1924  -0.216
H19 1.5943 -3.1823 2.7648  0.410
H20 0.4362 -4.5544 4.4210  0.430
H21 -1.9753 -4.1738 4.8872  0.377
H22 -3.1583 -2.3739 3.6956  0.349
H23 -3.3076 -0.6319 2.2488  0.178
H24 -1.6664 3.7994 -1.8118  0.449
H25 -3.2357 5.3713 -2.9335  0.351
H26 -5.4885 5.7207 -2.0084  0.420
H27 -6.2042 4.4649 -0.0064  0.371
H28 -4.6556 2.8516 1.0553  0.436
C27 -7.4731 5.0544 -5.8073  -1.207
C28 -6.1295 4.4558 -5.5002  0.752
O3 -5.3252 4.9014 -4.7355  -0.460
S1 -5.8520 2.9446 -6.4004  -0.269
C29 -4.4471 2.3016 -5.4998  0.188
C30 -3.2105 2.9210 -5.5682  -0.574
C31 -2.1809 2.4678 -4.7690  -0.349
C32 -2.3752 1.3895 -3.8982  0.298
C33 -3.6191 0.7463 -3.8893  -0.353
C34 -4.6501 1.1991 -4.6822  -0.649
C35 -1.3838 0.9842 -2.9716  0.014
C36 -0.5702 0.6367 -2.1306  -0.313
H29 -7.4485 6.1291 -5.6334  0.311
H30 -8.2007 4.6104 -5.1258  0.285
H31 -7.7711 4.8311 -6.8280  0.381
H32 -3.0693 3.7642 -6.2278  0.422
H33 -1.2222 2.9660 -4.7992  0.475
H34 -3.7733 -0.0871 -3.2184  0.490
H35 -5.6185 0.7207 -4.6610  0.405
Cl1 3.6535 -1.3397 5.7740  -0.291
C37 3.2997 -0.3539 4.3820  0.255
C38 4.3059 -0.0519 3.4836  -0.601
C39 4.0201 0.7260 2.3814  -0.612
C40 2.7193 1.2017 2.1184  0.795
C41 2.3918 1.9724 0.9293  -1.667
C42 1.7327 0.9038 3.0897  -0.269
C43 2.0100 0.1317 4.1937  -0.696
H36 5.3132 -0.4071 3.6554  0.431
H37 4.8183 0.9788 1.6968  0.429
H38 3.2973 2.3030 0.4048  0.342
H39 1.7884 2.8609 1.1947  0.517
H40 0.7180 1.2910 2.9502  0.548
H41 1.2379 -0.1022 4.9122  0.405

Values from the calculation:
* largest force on an atom: 0.0202 Eh/bohr
* total energy: -93016.89868 eV
* total charge: -1
* 2S+1: 4
* frontier orbital gap (spin up / spin down): 6.4 / 6.4 eV
* E_HOMO (spin up / spin down): -4.2751 / -4.2845 eV